Record 1
Here is a single C2HN3O2 molecule at a distorted geometry from the OMol25 dataset. Energies are from ωB97M-V/def2-TZVPD.

SMILES string	O=Cc1nnno1
LUMO energy	-1.253	eV
gap between HOMO and LUMO	10.240	eV
E_HOMO	-11.4936	eV
ΔE to the lowest compared entry with this formula, charge and spin	428.0	kJ/mol
E	-10651.56380	eV

Last column: Mulliken charge in e.
CARTESIAN COORDINATES (ANGSTROEM)
O -2.31617 -0.12720 -1.02832  -0.419
C -1.09360 -0.33653 -1.03297  0.036
C -0.07196 0.03352 0.10757  0.638
N 1.23592 -0.08212 -0.23979  -0.275
N 1.88181 0.50057 0.91299  -0.161
N 1.08771 0.62375 1.85015  0.048
O -0.24015 0.33097 1.36586  -0.147
H -0.48354 -0.94295 -1.93548  0.281

Record 2
Here is a single C5H8N4 molecule at a distorted geometry from the OMol25 dataset. Energies are from ωB97M-V/def2-TZVPD.

SMILES string	[H]/N=C(\C(C#N)=N/[H])[C@@H](C)N
LUMO energy	-0.481	eV
gap between HOMO and LUMO	9.054	eV
E_HOMO	-9.5345	eV
ΔE to the lowest compared entry with this formula, charge and spin	116.0	kJ/mol
E	-11273.34942	eV

Last column: Mulliken charge in e.
CARTESIAN COORDINATES (ANGSTROEM)
H -1.20800 -2.36106 0.55496  0.280
N -1.29288 -1.36600 0.35807  -0.607
C -0.22782 -0.72523 0.22039  0.230
C 1.14146 -1.02918 0.76372  0.575
C 2.20493 -0.96087 -0.18742  0.188
N 2.99985 -0.89446 -1.01011  -0.410
N 1.37846 -1.42163 1.94824  -0.689
H 0.57064 -1.38961 2.56933  0.267
C -0.29542 0.84424 -0.03892  0.252
C -0.07567 1.02841 -1.54240  -1.314
N -1.56608 1.39388 0.33157  -0.729
H 0.47744 1.40040 0.50669  0.421
H -0.82479 0.46356 -2.10854  0.312
H 0.93791 0.69433 -1.81762  0.330
H -0.18053 2.08820 -1.78608  0.361
H -1.72580 1.35188 1.34071  0.269
H -2.31371 0.88314 -0.10259  0.265

Record 3
Here is C13H23N4O13V as an isolated structure at a distorted geometry from the OMol25 dataset. Energies are from ωB97M-V/def2-TZVPD.

charge	-2
LUMO energy	3.369	eV
gap between HOMO and LUMO	5.040	eV
E_HOMO	-1.6707	eV
ΔE to the lowest compared entry with this formula, charge and spin	0.0	kJ/mol
E	-72108.70912	eV

Last column: Mulliken charge in e.
CARTESIAN COORDINATES (ANGSTROEM)
O -1.35876 0.14649 -0.50639  -0.870
V -0.18346 -0.63232 -1.29419  1.313
O 1.21234 -0.03386 -0.82022  -0.596
O -0.95191 -2.39797 -2.43550  -0.649
C -0.79427 -2.02280 -3.78258  -0.359
C -1.01946 -0.52270 -4.10555  0.015
O -0.19887 0.31860 -3.34414  -0.619
H -1.54427 -2.56505 -4.38515  0.370
H 0.19427 -2.32483 -4.16032  0.196
H -2.03993 -0.30072 -3.75036  -0.283
H -0.85806 -0.40236 -5.18644  0.355
C 0.63857 -3.18028 2.63060  -1.227
C 0.18730 -2.05397 1.69721  0.319
O 0.06104 -2.40612 0.36991  -0.617
H 0.69548 -2.85950 3.67195  0.369
H 1.63480 -3.50315 2.29612  0.146
H 0.07582 -4.10186 2.46195  0.309
H 0.85128 -1.17461 1.79522  -0.148
H -0.81690 -1.73113 2.04005  0.165
C 2.28487 2.38246 -2.54515  -0.623
N 3.65247 1.84218 -2.25032  0.947
O 4.55588 2.22337 -2.98012  -0.639
O 3.77539 1.07600 -1.32967  -0.458
H 2.42559 3.46030 -2.49537  0.312
H 1.56501 2.04354 -1.80134  0.130
H 1.99217 2.00293 -3.52026  0.272
C -4.49370 1.07867 -2.79548  -0.555
N -5.71868 0.45141 -2.22467  0.898
O -6.72468 0.58724 -2.91284  -0.591
O -5.67697 -0.13305 -1.17599  -0.518
H -3.64641 1.05620 -2.11381  0.218
H -4.83122 2.10486 -2.92489  0.287
H -4.29828 0.54207 -3.71793  0.225
C 3.40496 -2.79719 -0.30063  -0.469
N 3.20357 -3.67617 -1.50800  0.947
O 4.20843 -4.12293 -2.04455  -0.655
O 2.07259 -3.80262 -1.87418  -0.471
H 3.40881 -3.54293 0.49256  0.218
H 2.52498 -2.16253 -0.19446  0.052
H 4.30477 -2.22279 -0.48644  0.291
C -1.93820 1.92856 3.27593  -0.840
C -1.84924 2.80762 4.34021  -0.184
C -0.66979 3.12149 5.01077  -0.354
C 0.48235 2.51503 4.53652  0.082
C 0.44339 1.75991 3.37265  -0.469
C -0.75502 1.46021 2.71150  -0.101
N 1.76281 2.83187 5.18241  0.987
O 2.80176 2.56882 4.61692  -0.575
O 1.71096 3.48132 6.21979  -0.637
H -2.87525 1.62998 2.82614  0.454
H -2.70766 3.23439 4.84904  0.287
H -0.77442 3.77626 5.85981  0.414
H 1.33573 1.36184 2.90709  0.480
H -0.74198 0.87980 1.80258  0.447

Record 4
Here is a 2-piece molecular cluster, HN2O3S overall at a distorted geometry from the OMol25 dataset. Energies are from ωB97M-V/def2-TZVPD.

charge	-1
LUMO energy	4.071	eV
gap between HOMO and LUMO	7.729	eV
E_HOMO	-3.6581	eV
ΔE to the lowest compared entry with this formula, charge and spin	458.5	kJ/mol
E	-19971.56594	eV

Last column: Mulliken charge in e.
CARTESIAN COORDINATES (ANGSTROEM)
N 3.84271 -1.23978 0.08882  -0.496
N 3.60855 -0.16630 -0.07312  0.978
O -0.36079 1.59226 0.53089  -0.577
O 3.89582 0.89709 -0.42490  -0.575
O 1.75458 0.14767 0.71134  -0.615
S 0.55461 0.64583 -0.19207  0.283
H -0.22825 -0.78156 -0.41443  0.003

Record 5
Here is a 2-piece molecular cluster, C3H10O3 overall at a distorted geometry from the OMol25 dataset. Energies are from ωB97M-V/def2-TZVPD.

SMILES string	COCOC.O
LUMO energy	0.700	eV
gap between HOMO and LUMO	10.940	eV
E_HOMO	-10.2400	eV
ΔE to the lowest compared entry with this formula, charge and spin	113.2	kJ/mol
E	-9414.35937	eV

Last column: Mulliken charge in e.
CARTESIAN COORDINATES (ANGSTROEM)
C 1.53986 -1.01528 -0.07201  -0.655
O 1.77278 0.10251 0.79529  -0.347
C 0.92300 0.08920 1.91149  -0.180
O -0.31487 0.62892 1.55264  -0.353
C -0.24581 2.02146 1.16500  -0.615
H 0.51449 -0.89118 -0.45910  0.301
H 1.62999 -2.02231 0.36886  0.267
H 2.24629 -0.93593 -0.91537  0.240
H 0.68794 -0.91005 2.32584  0.256
H 1.36804 0.69450 2.72451  0.315
H -1.27786 2.38408 1.02365  0.236
H 0.31590 2.18559 0.23004  0.253
H 0.22747 2.61131 1.96793  0.283
O -3.38783 -1.94716 -4.14114  -0.649
H -3.37824 -1.05802 -3.71973  0.325
H -2.62116 -1.93763 -4.75789  0.324

Record 6
Here is a single C2H8N2 molecule at a distorted geometry from the OMol25 dataset. Energies are from ωB97M-V/def2-TZVPD.

SMILES string	CNCN
LUMO energy	1.228	eV
gap between HOMO and LUMO	10.169	eV
E_HOMO	-8.9405	eV
ΔE to the lowest compared entry with this formula, charge and spin	34.6	kJ/mol
E	-5183.37936	eV

Last column: Mulliken charge in e.
CARTESIAN COORDINATES (ANGSTROEM)
C -1.12547 1.13777 -0.43134  -0.856
N -0.38975 0.28405 0.48039  -0.380
C 0.80531 -0.33977 -0.07884  -0.304
N 1.06663 -1.59929 0.63135  -0.600
H -0.61884 2.04943 -0.69435  0.314
H -2.03047 1.47243 0.08895  0.288
H -1.41055 0.59052 -1.32327  0.313
H -0.12905 0.77163 1.32526  0.213
H 0.63163 -0.52092 -1.14135  0.328
H 1.65184 0.34065 0.07636  0.221
H 0.20054 -1.86532 1.08371  0.248
H 1.34818 -2.32118 -0.01687  0.216

Record 7
Here is a 2-piece molecular cluster, C2H8NO overall at a distorted geometry from the OMol25 dataset. Energies are from ωB97M-V/def2-TZVPD.

charge	-1
LUMO energy	4.315	eV
gap between HOMO and LUMO	6.731	eV
E_HOMO	-2.4161	eV
ΔE to the lowest compared entry with this formula, charge and spin	104.3	kJ/mol
E	-5740.09229	eV

Last column: Mulliken charge in e.
CARTESIAN COORDINATES (ANGSTROEM)
O 0.89997 -2.10685 1.36925  -1.116
H 1.78735 -2.08953 0.98191  0.151
C 0.19937 -0.30056 -0.98109  -0.764
N 0.48036 0.78073 -0.02526  -0.525
C -0.86024 1.22018 0.36361  -0.933
H 1.17432 -0.46823 -1.61458  0.217
H -0.12953 -1.31125 -0.60579  0.314
H -0.52887 -0.02368 -1.75395  0.335
H 0.78918 0.24248 0.79423  0.348
H -0.91408 1.93803 1.21833  0.296
H -1.51010 0.38580 0.65366  0.339
H -1.38774 1.73288 -0.40031  0.338

> Which of these has the lowest E?

C13H23N4O13V

> Among the records above, which one has the lowest E?

C13H23N4O13V

> Which of these has the lowest E?

C13H23N4O13V